(1)
This record from OMol25 describes C34H55BClMgN3O3P2 as an isolated structure. The level of theory is ωB97M-V/def2-TZVPD.

Summary:
E_LUMO = 0.07 eV
maximum force = 0.16 eV/Å
E = -83990.0734 eV
HOMO-LUMO gap = 0.26384 Ha

XYZ file:
```
100
Properties=species:S:1:pos:R:3:forces:R:3
Mg 0.006 0.227 -1.441 0.0921 0.0640 0.1190
C 0.510 -5.995 0.947 0.0028 0.0179 0.0255
C -0.102 -5.000 -0.038 -0.0282 0.0097 0.0075
C 0.929 -4.715 -1.143 -0.0300 0.0522 0.0158
C -1.314 -5.648 -0.719 -0.0620 -0.0443 0.0141
P -0.662 -3.323 0.643 0.0472 0.0242 -0.0070
C 0.989 -2.561 1.074 -0.0081 -0.0484 0.0403
N 0.873 -1.202 1.559 -0.0145 0.0029 0.0464
B 0.358 -0.054 0.820 -0.0353 -0.0755 -0.1335
N 0.431 1.011 1.808 0.0325 0.0118 0.0231
C 0.078 2.408 1.664 -0.0469 -0.0082 0.0081
P 0.383 3.054 -0.050 0.0104 0.0425 -0.0062
C -0.833 4.492 -0.058 0.0105 -0.0119 -0.0076
C -2.199 3.840 -0.326 -0.0075 0.0037 0.0079
C -0.511 5.415 -1.235 -0.0146 -0.0021 -0.0060
C -0.936 5.324 1.223 0.0068 0.0152 0.0028
C 2.144 3.696 0.092 -0.0069 -0.0150 -0.0020
C 2.976 2.496 0.574 0.0117 0.0170 -0.0051
C 2.375 4.873 1.037 0.0109 0.0018 -0.0074
C 2.641 4.066 -1.310 0.0109 -0.0132 0.0077
C 0.972 0.541 2.998 0.0041 -0.0103 -0.0147
C 1.247 1.189 4.192 -0.0046 0.0002 -0.0028
C 1.870 0.474 5.212 0.0003 -0.0004 -0.0033
C 2.212 -0.860 5.035 -0.0060 0.0031 -0.0041
C 1.924 -1.521 3.843 0.0141 0.0073 -0.0013
C 1.280 -0.824 2.831 -0.0119 0.0112 0.0019
C -1.494 -3.571 2.319 -0.0181 -0.0136 -0.0260
C -2.662 -4.544 2.129 -0.0128 -0.0085 0.0603
C -0.626 -4.044 3.485 -0.0160 0.0426 -0.0096
C -2.087 -2.202 2.699 -0.0013 -0.0050 -0.0167
H 0.906 -6.854 0.396 -0.0023 0.0025 0.0060
H -0.226 -6.374 1.656 -0.0016 0.0005 0.0114
H 1.335 -5.556 1.510 0.0084 0.0017 0.0146
H 1.035 -5.604 -1.771 -0.0039 0.0011 0.0059
H 1.913 -4.488 -0.734 0.0104 0.0239 0.0069
H 0.626 -3.882 -1.783 0.0164 -0.0076 0.0148
H -1.010 -6.588 -1.190 0.0039 0.0040 -0.0030
H -1.713 -4.995 -1.497 -0.0163 0.0110 -0.0185
H -2.121 -5.871 -0.020 0.0671 -0.0029 -0.1031
H 1.576 -2.560 0.156 0.0132 -0.0256 -0.0641
H 1.530 -3.176 1.796 -0.0040 0.0010 0.0028
H 0.648 3.006 2.380 0.0013 0.0001 0.0053
H -0.978 2.565 1.903 0.0030 0.0047 0.0017
H -2.195 3.272 -1.257 -0.0057 0.0113 0.0166
H -2.965 4.618 -0.394 -0.0002 -0.0015 0.0034
H -2.493 3.160 0.478 0.0008 0.0030 -0.0120
H -0.364 4.852 -2.160 0.0062 0.0012 0.0001
H 0.386 6.008 -1.051 -0.0041 -0.0001 -0.0027
H -1.341 6.111 -1.390 0.0006 -0.0019 -0.0016
H -1.201 4.716 2.090 -0.0026 -0.0024 0.0020
H -1.727 6.071 1.099 0.0014 0.0013 0.0031
H -0.015 5.856 1.450 -0.0318 -0.0114 -0.0032
H 2.757 2.226 1.608 0.0058 -0.0057 -0.0012
H 4.036 2.759 0.514 -0.0025 -0.0032 -0.0011
H 2.808 1.616 -0.052 -0.0004 -0.0006 0.0053
H 1.976 4.692 2.037 0.0060 0.0010 -0.0026
H 1.939 5.795 0.652 0.0103 -0.0128 0.0058
H 3.452 5.041 1.142 -0.0003 0.0007 0.0000
H 2.554 3.219 -1.991 -0.0023 -0.0053 -0.0013
H 3.698 4.344 -1.255 -0.0023 -0.0007 0.0000
H 2.101 4.907 -1.743 -0.0045 0.0057 -0.0034
H 0.990 2.231 4.337 -0.0009 0.0008 0.0031
H 2.095 0.967 6.148 -0.0001 0.0010 -0.0020
H 2.713 -1.397 5.830 -0.0016 0.0006 0.0006
H 2.218 -2.555 3.718 0.0020 0.0007 -0.0027
H -2.324 -5.570 1.984 -0.0138 0.0353 0.0427
H -3.287 -4.262 1.277 0.0019 -0.0019 0.0053
H -3.292 -4.528 3.023 -0.0008 0.0043 0.0049
H -0.213 -5.037 3.330 0.0365 -0.0467 -0.0272
H -1.241 -4.081 4.390 -0.0004 -0.0135 -0.0029
H 0.188 -3.351 3.687 -0.0270 -0.0104 -0.0067
H -2.723 -1.804 1.906 -0.0046 -0.0178 0.0027
H -1.315 -1.465 2.914 0.0220 0.0148 -0.0134
H -2.702 -2.319 3.597 0.0071 -0.0001 0.0052
Cl 1.954 4.294 -7.199 0.0017 -0.0008 0.0046
C 1.774 3.211 -5.847 0.0105 -0.0004 -0.0020
C 2.892 2.484 -5.391 -0.0088 -0.0003 0.0029
C 2.785 1.628 -4.335 0.0167 -0.0003 0.0080
C 1.551 1.435 -3.639 -0.0178 0.0201 0.0131
O 1.503 0.654 -2.634 -0.0139 0.0084 -0.0596
C 0.426 2.175 -4.133 0.0169 -0.0203 0.0162
C -0.883 2.061 -3.581 0.0116 0.0275 -0.0254
O -1.250 1.370 -2.621 0.0207 -0.0328 0.0085
C 0.571 3.053 -5.235 -0.0151 0.0039 -0.0063
H 3.843 2.616 -5.893 -0.0013 0.0013 -0.0010
H 3.643 1.072 -3.979 -0.0025 0.0000 -0.0002
H -1.652 2.665 -4.088 -0.0059 0.0127 0.0040
H -0.295 3.603 -5.588 0.0009 -0.0032 0.0023
C -3.838 -3.107 -2.350 0.0092 0.0125 -0.0021
N -2.848 -2.064 -2.164 -0.0611 0.0176 -0.0306
C -3.163 -0.983 -1.241 0.0288 -0.0029 -0.0074
C -1.623 -2.187 -2.658 0.0021 -0.0517 0.0724
O -0.678 -1.434 -2.424 -0.0028 0.0461 -0.0881
H -4.773 -2.678 -2.712 0.0008 -0.0016 -0.0057
H -4.027 -3.624 -1.407 -0.0046 -0.0042 0.0058
H -3.479 -3.832 -3.078 0.0054 -0.0020 -0.0011
H -4.245 -0.892 -1.172 -0.0027 -0.0157 0.0204
H -2.761 -0.045 -1.619 -0.0335 -0.0146 0.0071
H -2.741 -1.192 -0.256 0.0137 0.0059 0.0049
H -1.495 -3.038 -3.338 0.0111 -0.0363 0.0347
```
Forces are in eV/Å.

---

(2)
This record from OMol25 describes a 6-piece molecular cluster, C34H55BrN4O10PS2 overall. The level of theory is ωB97M-V/def2-TZVPD.

Summary:
E_LUMO = -3.73 eV
maximum force = 0.94 eV/Å
charge = +1
E = -163581.9262 eV
HOMO-LUMO gap = 0.25539 Ha

XYZ file:
```
107
Properties=species:S:1:pos:R:3:forces:R:3
C 0.827 0.460 3.796 0.4163 -0.1634 -0.2606
P -0.518 -0.590 3.106 -0.4477 -0.0083 0.5200
C -0.971 0.356 1.616 0.1627 0.1493 0.0100
C 0.477 -2.051 2.445 0.1698 0.2989 -0.4421
C 1.477 -1.560 1.402 -0.4065 0.4060 -0.0050
N 2.071 -2.692 0.621 0.0926 0.0895 0.2174
C 3.403 -2.404 -0.011 0.0481 -0.1484 -0.2984
C 3.462 -1.072 -0.770 0.2884 -0.0661 -0.1756
C 4.565 -0.088 -0.318 -0.3629 -0.1620 -0.2147
S 4.771 0.084 1.477 0.3164 0.3751 0.1870
C 6.385 -0.651 1.741 -0.2135 -0.0156 0.0606
S 7.634 0.171 2.300 -0.0931 -0.1104 0.0396
N 6.424 -2.059 1.495 0.2627 -0.2116 -0.1015
C 6.692 -2.668 0.285 -0.1106 -0.8461 0.1249
C 6.568 -4.024 0.524 0.0467 0.9126 -0.2033
N 6.235 -4.250 1.834 0.0290 0.4175 -0.0823
C 6.172 -3.062 2.394 -0.2200 -0.3285 -0.2224
C 1.049 -3.167 -0.346 -0.0220 -0.7076 -0.2251
C -0.318 -3.362 0.329 -0.2029 -0.0408 -0.1298
C -0.344 -3.241 1.862 -0.0767 -0.2605 0.2409
N 0.047 -4.512 2.434 0.8102 0.3523 -0.2060
Br -2.284 -3.013 2.279 -0.1307 -0.1680 0.0349
H 1.747 0.494 3.204 -0.0451 0.1189 0.0239
H 1.083 0.112 4.798 -0.0313 0.0552 0.0059
H 0.449 1.481 3.861 -0.0562 -0.0261 0.0833
H -0.163 0.554 0.913 -0.1194 0.0919 -0.0098
H -1.798 -0.110 1.082 0.0570 -0.0339 0.0118
H -1.326 1.329 1.965 -0.0533 -0.1031 -0.0123
H 1.036 -2.396 3.322 -0.1321 -0.1117 -0.0112
H 2.272 -0.961 1.836 0.1139 -0.2315 0.0724
H 0.953 -0.939 0.675 0.1191 -0.1250 -0.0816
H 2.224 -3.451 1.286 0.0908 -0.0152 0.0003
H 4.146 -2.477 0.781 -0.0829 0.1734 0.0584
H 3.591 -3.234 -0.694 -0.0293 -0.0034 0.1043
H 2.500 -0.558 -0.766 -0.0292 -0.0746 0.1327
H 3.668 -1.306 -1.818 -0.1048 0.1008 0.0113
H 4.302 0.913 -0.664 0.0229 -0.0610 0.0024
H 5.519 -0.321 -0.789 -0.0109 -0.0702 0.2126
H 6.938 -2.116 -0.607 0.0994 0.0051 0.1177
H 6.714 -4.814 -0.197 -0.0084 -0.0512 0.1494
H 5.925 -2.886 3.429 0.0872 0.1860 -0.0243
H 1.411 -4.118 -0.746 0.0868 0.0814 0.0557
H 0.999 -2.474 -1.183 -0.0321 0.1537 0.2405
H -1.067 -2.707 -0.114 0.2853 0.2102 0.0208
H -0.644 -4.382 0.110 -0.1752 0.1171 0.0008
H 0.549 -5.106 1.786 -0.2582 -0.1520 -0.0678
H 0.610 -4.420 3.269 -0.2514 -0.0224 0.1762
O -2.168 2.802 0.167 0.0596 0.1615 -0.1212
C -3.116 3.285 0.722 -0.0899 -0.1734 -0.0870
O -3.406 2.983 2.005 -0.0088 0.0146 0.1278
C -4.652 3.604 2.404 -0.0950 0.1406 -0.0767
C -4.829 4.771 1.439 0.0781 -0.0489 -0.0970
C -4.157 4.238 0.173 0.0062 0.1603 0.2606
H -5.447 2.862 2.310 0.0095 -0.0197 -0.0124
H -4.574 3.897 3.443 0.0334 -0.0396 0.0252
H -5.870 5.055 1.309 -0.0170 -0.0498 -0.0118
H -4.284 5.641 1.807 -0.0148 0.0069 0.0199
H -4.845 3.663 -0.451 0.0185 -0.0032 -0.0396
H -3.682 5.004 -0.433 -0.0088 -0.0672 -0.1086
O -6.726 -2.200 -3.065 -0.0586 -0.0097 -0.0095
C -5.781 -2.325 -2.349 0.0792 -0.0036 -0.1001
O -5.468 -1.414 -1.392 0.0110 0.0319 0.0485
C -4.231 -1.758 -0.754 0.1096 -0.0271 0.0519
C -4.060 -3.257 -0.988 -0.0826 0.0303 -0.0940
C -4.744 -3.436 -2.341 0.0107 -0.0044 0.2955
H -3.430 -1.174 -1.218 0.0237 -0.0171 0.0017
H -4.297 -1.488 0.297 -0.0664 0.0354 -0.0085
H -3.018 -3.569 -0.962 0.0006 0.0076 -0.0601
H -4.595 -3.816 -0.220 0.0097 0.0039 0.0170
H -4.063 -3.264 -3.176 -0.0115 -0.0257 -0.0336
H -5.228 -4.401 -2.467 -0.0079 0.0107 -0.1301
O -0.283 -0.379 -1.383 0.1970 -0.1303 0.0527
C -0.014 -0.550 -2.544 -0.0233 0.1328 -0.0744
O -0.338 -1.693 -3.176 0.0634 -0.0878 0.0108
C 0.182 -1.679 -4.531 0.0461 0.0271 -0.1642
C 0.381 -0.208 -4.865 -0.0469 -0.0188 0.1473
C 0.713 0.378 -3.493 -0.2631 -0.0552 -0.2045
H 1.120 -2.239 -4.537 0.0066 0.0080 0.0221
H -0.532 -2.186 -5.174 -0.0618 -0.0197 0.0769
H 1.140 -0.035 -5.621 -0.0184 -0.0689 0.0369
H -0.557 0.215 -5.228 -0.0008 0.0029 -0.0105
H 1.782 0.328 -3.271 0.0137 0.0342 0.0228
H 0.367 1.399 -3.350 0.0899 0.0260 0.1047
O 2.150 1.167 -7.044 0.0873 0.0889 0.0956
C 1.949 2.340 -7.196 0.1256 -0.0346 -0.1919
O 0.859 2.795 -7.841 -0.0887 0.0329 0.0114
C 0.914 4.229 -7.980 0.0269 0.1062 0.0065
C 1.858 4.696 -6.877 0.0425 -0.0851 0.0261
C 2.814 3.509 -6.765 -0.2417 0.1441 0.0699
H 1.293 4.458 -8.977 0.0226 -0.0028 0.0023
H -0.096 4.619 -7.888 -0.0325 -0.0717 0.0014
H 2.341 5.643 -7.105 0.0184 -0.0172 -0.0526
H 1.305 4.815 -5.944 -0.0124 0.0206 -0.0050
H 3.651 3.583 -7.461 0.0351 -0.0263 0.0199
H 3.199 3.345 -5.762 0.1070 -0.0598 -0.0417
O -5.136 3.133 5.538 -0.0257 0.0030 0.0491
C -4.123 3.055 6.170 0.0412 -0.0644 -0.1173
O -3.700 4.049 6.981 0.0235 0.0425 0.0439
C -2.409 3.735 7.531 0.0739 -0.0442 0.0297
C -2.295 2.216 7.440 -0.0656 -0.0259 -0.0694
C -3.118 1.919 6.188 0.0377 0.0287 0.3036
H -1.651 4.244 6.933 0.0066 -0.0127 -0.0102
H -2.370 4.117 8.548 -0.0629 0.0332 -0.0051
H -1.265 1.870 7.396 0.0149 0.0381 -0.0384
H -2.769 1.758 8.309 0.0138 0.0036 0.0164
H -2.525 1.980 5.273 -0.0271 -0.0288 -0.0333
H -3.632 0.962 6.214 -0.0107 -0.0092 -0.1310
```
Forces are in eV/Å.

---

maximum force of number 1 (C34H55BClMgN3O3P2)?
0.16 eV/Å